1.
This record from the Open Molecules 2025 dataset describes a 2-piece molecular cluster, H3O2 overall. The level of theory is ωB97M-V with the def2-TZVPD basis set.

Results
Molecular weight, g mol⁻¹: 35.02
Energy above the lowest of the compared OMol25 structures with the same formula, charge and spin, kcal per mole: 0.6
Total charge: -1
Calculated total energy, eV: -4143.801
Frontier orbital gap, Ha: 0.3245

Cartesian coordinates (Å):
1 O 1.0474 0.7889 0.1319
2 H -0.7513 -1.5246 0.2647
3 H -0.0284 -0.0197 0.0929
4 O -0.9863 -0.6224 0.0578
5 H 0.7187 1.3778 -0.5472

Quick look at the Mulliken charges, all values in e: atom 1 (O): -1.021, atom 2 (H): 0.223, atom 3 (H): 0.449, atom 4 (O): -0.835, atom 5 (H): 0.185

=====

2.
This record from the Open Molecules 2025 dataset describes a 2-piece molecular cluster, C3H4ClNS overall in a non-equilibrium geometry. The level of theory is ωB97M-V with the def2-TZVPD basis set.

Results
Molecular weight, g mol⁻¹: 121.59
Energy above the lowest of the compared OMol25 structures with the same formula, charge and spin, kcal per mole: 27.6
SMILES: C=CCl.N=C=S
Total charge: 0
Calculated total energy, eV: -28021.908
Frontier orbital gap, Ha: 0.3769

Cartesian coordinates (Å):
1 H -0.0460 -0.5531 1.9505
2 N -1.9829 2.0409 -2.1910
3 C -2.1532 0.8606 -2.2305
4 H -2.0996 2.9981 -1.8501
5 S -1.9848 -0.6012 -2.5811
6 C 1.9223 -1.2772 1.7807
7 C 0.9002 -0.5981 1.3277
8 H 1.8025 -1.7898 2.6781
9 H 2.9453 -1.3583 1.2600
10 Cl 0.6962 0.2781 -0.1442

Mulliken atomic charge list, values in e, 5 entries: atom 1 (H): 0.263, atom 2 (N): -0.323, atom 3 (C): 0.402, atom 4 (H): 0.297, atom 5 (S): -0.378

=====

3.
This record from the Open Molecules 2025 dataset describes a 8-piece molecular cluster, C30H39F21O18S overall in a non-equilibrium geometry. The level of theory is ωB97M-V with the def2-TZVPD basis set.

Results
Molecular weight, g mol⁻¹: 1118.65
Energy above the lowest of the compared OMol25 structures with the same formula, charge and spin, kcal per mole: 82.3
SMILES: CCOC(=O)C(F)(F)F.CCOC(=O)C(F)(F)F.CCOC(=O)C(F)(F)F.CCOC(=O)C(F)(F)F.CCOC(=O)C(F)(F)F.CCOC(=O)C(F)(F)F.CCOC(=O)C(F)(F)F.O=S1(=O)OCCO1
Total charge: 0
Calculated total energy, eV: -136496.586
Frontier orbital gap, Ha: 0.4090

Cartesian coordinates (Å):
1 F 21.1257 -8.2278 -3.4339
2 H 7.4571 -2.8333 -6.8260
3 C 16.9396 -3.8062 -11.7983
4 C 10.1576 3.3035 -10.1949
5 H 18.0285 -3.8562 -11.7918
6 H 12.8851 -8.6078 -2.0459
7 O 13.7878 2.4878 -5.6682
8 C 9.7866 4.7651 -9.8495
9 F 17.7160 1.8445 -11.6433
10 H 15.1196 -6.5971 -3.1071
11 F 20.0629 -9.3691 -1.9106
12 H 17.4962 -3.7784 -2.9104
13 C 14.0127 -0.7215 -6.6594
14 H 14.9356 -8.2492 -3.6168
15 O 14.7350 -2.9496 -6.1394
16 O 16.3582 -4.0099 -13.0640
17 H 13.2806 1.8724 -8.9210
18 F 16.3808 0.4352 -10.5927
19 H 15.3302 -2.5355 -11.1942
20 H 18.1232 -4.7012 -1.5440
21 F 14.7432 -3.0215 -15.0616
22 C 11.8937 4.7474 -5.1098
23 C 7.1692 -2.1226 -6.0514
24 H 13.4584 0.1910 -6.4397
25 H 12.9217 0.2778 -9.8290
26 H 18.0208 2.1912 -5.0838
27 O 18.4240 1.4184 -8.2918
28 C 16.4159 -2.5105 -11.2868
29 O 17.0165 3.0214 -9.1510
30 H 11.8810 0.6449 -8.6209
31 O 17.8489 -2.8278 -14.2955
32 C 5.7602 -1.5697 -6.2703
33 O 11.5036 3.1338 -10.3052
34 C 18.1606 -4.5952 -2.6282
35 C 13.5931 3.0421 -4.5755
36 C 17.6333 1.9744 -9.2789
37 C 13.7499 -7.9588 -1.9082
38 F 11.2407 -4.6924 -5.0085
39 H 4.9913 -2.3292 -6.1281
40 H 17.6263 -5.5462 -4.4013
41 F 15.6778 2.2912 -3.5330
42 F 9.6227 0.8204 -4.7552
43 F 15.2613 -4.9394 -15.3810
44 F 10.0526 5.5690 -10.9191
45 O 17.6532 -8.5000 -3.2094
46 O 9.9148 -2.3991 -6.2922
47 H 18.8909 3.1117 -7.2455
48 H 11.0667 1.1564 -10.9482
49 H 7.1847 -2.8098 -5.2054
50 C 16.8234 -3.5231 -14.1692
51 C 12.1355 -5.5383 -5.4583
52 C 13.5868 -2.0888 -6.0892
53 C 18.7891 -8.0546 -3.2431
54 C 14.3395 2.5271 -3.2276
55 F 13.7583 1.4275 -2.8230
56 H 19.1698 -4.2156 -2.7880
57 S 16.2133 -2.1291 -6.3438
58 H 17.0702 -6.3278 -2.8269
59 O 13.3112 -6.9912 -4.0723
60 H 14.1706 -0.8519 -7.7300
61 O 12.7823 4.0413 -4.2505
62 O 15.4059 -0.6268 -6.1759
63 H 12.3829 5.0489 -6.0360
64 H 5.5582 -1.3060 -7.3085
65 H 11.5625 5.6562 -4.6074
66 O 16.6886 -2.4196 -7.7078
67 H 19.5941 1.5083 -6.7419
68 H 16.5202 -4.6994 -11.3353
69 C 13.2178 -5.6759 -4.4981
70 F 10.4721 5.2313 -8.8006
71 H 10.7058 3.0229 -5.9628
72 O 17.0703 -2.3575 -5.2065
73 H 12.6794 1.8731 -11.3885
74 H 9.8406 4.0077 -4.6344
75 H 12.8529 -2.4722 -6.7980
76 C 14.3886 -7.3992 -3.2087
77 O 13.9060 -4.7385 -4.0272
78 F 11.5665 -6.6766 -5.8412
79 C 19.9829 -8.8643 -3.1546
80 F 10.9369 0.4555 -6.6119
81 H 13.5842 -7.0517 -1.3270
82 H 13.1392 -2.1318 -5.0963
83 C 10.5884 3.9644 -5.4262
84 H 14.4630 -8.3840 -1.2019
85 C 17.8604 -5.8092 -3.3697
86 F 14.3154 3.5133 -2.2929
87 F 8.5208 4.8184 -9.5367
88 H 10.0934 4.5912 -6.1679
89 O 9.2783 2.3782 -10.3064
90 H 5.4243 -0.7820 -5.5960
91 C 9.4593 -1.3002 -5.9616
92 H 16.7163 2.4131 -6.3182
93 C 18.7076 2.0519 -7.0687
94 F 16.3156 -3.3925 -16.4816
95 F 18.4777 0.1696 -10.4273
96 F 20.0098 -9.9404 -3.9775
97 F 11.3363 -0.4651 -4.7637
98 H 17.2647 0.8873 -6.0275
99 H 16.8613 -2.3991 -10.2982
100 C 11.9145 1.7579 -10.6205
101 C 10.3250 -0.0719 -5.5661
102 O 8.1366 -1.0003 -5.8981
103 H 16.6556 -1.6425 -11.9009
104 O 19.0176 -6.6956 -3.4425
105 C 15.8154 -3.7121 -15.3528
106 C 12.5513 1.1609 -9.3084
107 C 17.5501 1.0976 -10.5389
108 F 12.7339 -4.9215 -6.4808
109 C 17.6485 1.9067 -6.0680

Mulliken atomic charge list, values in e, 5 entries: atom 1 (F): -0.233, atom 2 (H): 0.309, atom 3 (C): -0.497, atom 4 (C): 0.409, atom 5 (H): 0.351